Entry 1:
{"formula": "C4H10O2S2", "method": "ωB97M-V/def2-TZVPD", "symbols": ["C", "C", "C", "C", "H", "H", "H", "H", "H", "H", "H", "H", "H", "H", "O", "O", "S", "S"], "positions_angstrom": [[-1.256452, 0.039495, 1.004389], [0.034331, -0.059210, 0.139281], [-0.003013, 0.980023, -0.889525], [1.297052, 0.181534, 0.826700], [-2.412214, -1.895399, -0.355529], [-1.337235, -0.375357, 2.202924], [-1.362301, 1.217821, 1.204077], [-0.120448, -2.137866, -0.026704], [0.856414, 0.845099, -1.456724], [-0.931348, 0.669880, -1.377038], [0.060855, 3.116074, -0.704938], [1.024525, -0.310165, 1.854863], [1.457361, 1.344982, 0.959980], [2.360631, -1.938398, -0.191971], [0.012525, -1.375217, -0.658918], [0.015167, 2.262634, -0.124289], [-2.739051, -0.425682, -0.096141], [2.723470, -0.479760, -0.049381]], "forces_ev_per_a": [[-1.063, 1.618, 2.168], [-1.459, -2.516, -0.615], [-2.375, 1.502, 0.359], [0.530, -0.385, 4.099], [-0.594, 3.111, 0.636], [0.604, 0.506, -3.733], [-0.115, -2.608, -0.591], [0.237, 1.412, -0.775], [1.386, 0.171, -1.437], [0.004, 1.438, -0.863], [-0.189, -2.802, 1.176], [1.788, 0.927, -1.163], [-0.191, -2.628, -0.121], [0.521, 3.004, 0.389], [0.029, 0.864, 2.113], [-0.317, 1.321, -2.609], [1.222, -2.478, 0.919], [-0.019, -2.456, 0.046]], "nbo_charge": [-0.573, 0.202, -0.138, -0.603, 0.153, 0.248, 0.279, 0.468, 0.203, 0.215, 0.499, 0.212, 0.298, 0.156, -0.748, -0.775, -0.065, -0.030], "e_lumo_ev": 0.39, "molar_mass_g_mol": 154.26, "fmax_ev_per_a": 4.15, "multiplicity": 1}


Entry 2:
{"formula": "C10H48N8O17", "method": "ωB97M-V/def2-TZVPD", "symbols": ["C", "O", "N", "N", "H", "H", "H", "H", "C", "O", "N", "N", "H", "H", "H", "H", "C", "O", "N", "N", "H", "H", "H", "H", "C", "O", "N", "N", "H", "H", "H", "H", "C", "C", "O", "O", "H", "H", "H", "H", "H", "H", "C", "C", "O", "O", "H", "H", "H", "H", "H", "H", "C", "C", "O", "O", "H", "H", "H", "H", "H", "H", "O", "H", "H", "O", "H", "H", "O", "H", "H", "O", "H", "H", "O", "H", "H", "O", "H", "H", "O", "H", "H"], "positions_angstrom": [[-1.195105, 1.533301, 4.350467], [-2.104490, 2.177791, 3.859764], [-0.003939, 2.061177, 4.577689], [-1.235630, 0.349850, 4.809435], [0.786087, 1.543146, 4.934915], [0.227026, 2.986192, 4.244356], [-2.121267, -0.106519, 4.975207], [-0.387398, 0.011068, 5.240512], [3.116194, 1.045003, -5.369547], [4.179437, 0.682144, -5.007889], [1.981081, 0.504873, -5.070450], [2.866861, 2.024524, -6.100009], [1.990413, -0.313480, -4.478565], [1.156000, 1.031533, -5.319369], [3.699754, 2.547890, -6.329096], [1.905843, 2.248218, -6.315699], [-5.062664, -0.334470, -3.527829], [-4.853426, -1.020050, -4.547739], [-4.742219, 0.958008, -3.388483], [-5.590040, -0.730373, -2.450160], [-4.748380, 1.359644, -2.461789], [-4.168769, 1.328375, -4.132843], [-5.989066, -1.647421, -2.591199], [-5.750815, -0.107599, -1.671436], [-0.034821, 7.165369, 1.901204], [-0.350061, 7.965040, 2.732536], [0.971280, 6.397338, 2.076729], [-0.764723, 6.984923, 0.841244], [1.233228, 5.917142, 1.227678], [1.394836, 6.392925, 2.993616], [-1.648179, 7.451941, 0.694646], [-0.392660, 6.253137, 0.252898], [-0.232503, -0.471690, -0.276292], [0.836622, 0.531264, -0.462191], [2.059213, -0.178483, -0.289505], [-0.407766, -1.493906, -1.342832], [-1.109577, 0.134908, -0.050753], [0.201057, -0.971003, 0.590211], [0.660592, 1.334328, 0.253497], [0.740801, 0.950078, -1.463947], [2.160956, -0.743962, -1.058582], [0.372142, -2.052078, -1.300703], [-4.092121, -7.790535, 0.882743], [-2.934559, -6.902513, 0.307720], [-2.328970, -5.913651, 1.176515], [-3.801368, -8.485967, 2.078805], [-4.370610, -8.511663, 0.114281], [-4.938367, -7.220782, 1.266585], [-3.167822, -6.461735, -0.661510], [-2.110240, -7.599576, 0.157065], [-2.989670, -5.248764, 1.383873], [-4.339447, -9.279702, 2.124040], [4.889186, 2.978079, 2.963159], [5.386495, 3.777887, 4.208921], [4.376403, 4.384073, 4.981913], [4.670121, 1.603664, 3.268900], [5.584843, 3.048256, 2.126957], [3.994353, 3.346705, 2.461660], [6.038817, 4.574831, 3.851901], [5.999679, 3.197296, 4.898137], [4.766908, 5.035189, 5.569409], [4.212106, 1.107138, 2.586784], [-0.467439, -4.071998, -5.686472], [-1.207174, -3.953323, -6.282231], [-0.534699, -3.341298, -5.071829], [-5.090288, -2.651058, 1.445629], [-4.835562, -2.287642, 0.597527], [-6.046912, -2.671938, 1.420219], [-4.762144, 3.199801, 0.462496], [-4.154727, 3.101655, 1.195744], [-5.619711, 2.988182, 0.831303], [5.755980, -3.628884, 1.458185], [6.308865, -3.110766, 2.043086], [5.250119, -2.980092, 0.968891], [2.074643, 5.858798, -1.845331], [1.227012, 5.772010, -2.281466], [2.696849, 6.007230, -2.557411], [1.605656, -6.186839, -0.563636], [1.350458, -7.106996, -0.630019], [1.094617, -5.848502, 0.171616], [3.400003, -3.157297, -2.374256], [4.309885, -3.286469, -2.641965], [3.152906, -3.982898, -1.957636]], "forces_ev_per_a": [[-0.709, 4.012, -1.040], [-0.896, 0.046, -0.605], [3.499, 2.294, -0.080], [-0.914, -5.739, 1.805], [-0.283, 0.108, -0.102], [-0.337, -0.240, -0.028], [0.339, -0.018, -0.147], [-0.703, -0.439, 0.081], [0.039, -2.557, 1.968], [3.889, -1.328, 1.189], [-4.016, -3.449, 2.191], [0.541, 6.881, -4.835], [-0.511, 0.236, -0.122], [-0.166, -1.070, 0.648], [-0.701, 0.582, -0.522], [0.928, 0.664, -0.494], [2.531, 0.983, -4.736], [-0.448, 0.832, 1.228], [1.116, 2.061, -1.335], [-2.811, -3.805, 4.095], [0.335, 0.315, -0.519], [-0.051, 0.300, 0.465], [-0.296, 0.037, 1.057], [-0.345, -0.665, -0.191], [-2.336, 2.549, 2.147], [-0.948, 2.480, 2.454], [3.470, -3.056, -0.624], [-0.944, -1.346, -3.735], [1.086, -0.569, 0.911], [0.358, -0.146, -0.644], [0.502, -0.171, 0.049], [-1.108, 0.255, -0.582], [-0.108, -1.030, 0.111], [0.209, -0.566, -1.511], [0.544, 0.987, 0.197], [-0.077, 2.017, 1.056], [-0.756, -1.006, -0.296], [-1.051, -0.399, 0.488], [0.661, -0.139, 0.267], [0.343, 0.324, -0.208], [0.290, -0.050, -0.174], [0.057, -0.193, 0.062], [-0.305, 1.054, 0.414], [0.688, -0.814, 1.374], [-0.815, -0.729, -0.423], [1.554, -0.583, 0.456], [-0.163, 0.274, -0.321], [-0.413, 0.750, -1.287], [-0.466, -0.058, 0.040], [0.049, -0.068, -0.235], [-0.135, 0.176, 0.066], [0.030, 0.044, -0.089], [-0.281, -0.351, -0.145], [0.382, 0.146, -0.689], [-1.229, -0.116, -0.157], [0.335, -0.163, 1.051], [0.806, 0.079, 0.349], [-0.405, 0.715, 0.743], [0.148, 0.011, -0.408], [0.079, -0.724, -0.460], [0.094, -0.062, -0.044], [-0.015, 0.439, -0.297], [0.191, -0.178, -0.035], [-0.202, 0.013, -0.152], [-0.016, 0.169, 0.206], [0.135, -0.102, 0.149], [0.184, 0.098, -0.243], [-0.261, -0.047, 0.068], [-0.014, -0.059, -0.411], [0.273, -0.028, 0.300], [-0.215, 0.018, 0.127], [-0.003, -0.238, -0.016], [0.160, 0.102, 0.165], [-0.176, 0.152, -0.170], [-0.077, -0.059, 0.322], [-0.212, -0.005, -0.140], [0.231, 0.047, -0.128], [0.218, 0.199, -0.178], [-0.033, -0.221, -0.063], [-0.188, 0.111, 0.227], [-0.227, 0.339, 0.090], [0.236, 0.056, -0.127], [-0.161, -0.366, 0.135]], "mulliken_charge": [0.728, -0.690, -0.368, -0.359, 0.141, 0.155, 0.232, 0.166, 0.718, -0.649, -0.375, -0.379, 0.177, 0.128, 0.229, 0.153, 0.692, -0.688, -0.421, -0.366, 0.165, 0.222, 0.224, 0.173, 0.752, -0.682, -0.336, -0.361, 0.137, 0.164, 0.210, 0.114, -0.402, -0.355, -0.491, -0.532, 0.383, 0.289, 0.361, 0.188, 0.243, 0.275, -0.295, -0.423, -0.483, -0.514, 0.306, 0.244, 0.347, 0.237, 0.274, 0.306, -0.287, -0.366, -0.519, -0.545, 0.313, 0.232, 0.298, 0.288, 0.294, 0.293, -0.626, 0.321, 0.306, -0.624, 0.313, 0.315, -0.641, 0.337, 0.310, -0.625, 0.319, 0.308, -0.607, 0.309, 0.302, -0.612, 0.303, 0.320, -0.586, 0.286, 0.309], "e_lumo_ev": -0.19, "molar_mass_g_mol": 552.53, "fmax_ev_per_a": 8.43, "multiplicity": 1}


Entry 3:
{"formula": "C29H43N9O4S2Ti", "method": "ωB97M-V/def2-TZVPD", "symbols": ["Ti", "C", "N", "C", "C", "N", "C", "C", "C", "C", "C", "C", "N", "C", "N", "C", "C", "N", "C", "C", "N", "C", "C", "H", "H", "H", "H", "H", "H", "H", "H", "H", "H", "H", "H", "H", "H", "H", "H", "H", "H", "H", "H", "H", "H", "H", "H", "H", "H", "H", "H", "C", "C", "C", "C", "C", "C", "C", "S", "O", "O", "N", "C", "C", "O", "O", "H", "H", "H", "H", "H", "H", "H", "H", "H", "C", "N", "C", "C", "N", "C", "S", "H", "H", "H", "H", "H", "H"], "positions_angstrom": [[0.443340, 0.229060, 0.116368], [-4.045867, 0.614760, 0.164250], [-3.021092, -0.426517, 0.239151], [-2.743858, -1.076607, -1.032302], [-2.246386, -0.580173, 1.312886], [-0.931375, -0.912925, 1.129057], [-0.366461, -1.908345, 1.962939], [-1.096998, -2.846208, 2.689621], [-0.452582, -3.806367, 3.453507], [0.934859, -3.851569, 3.497107], [1.665731, -2.961040, 2.726616], [1.021203, -2.025921, 1.924461], [1.738162, -1.165287, 1.038696], [2.724943, -1.790515, 0.329760], [2.565113, -3.034612, -0.153994], [3.627060, -4.036133, -0.100760], [1.254815, -3.581674, -0.472280], [3.869525, -1.135921, 0.112652], [4.252595, 0.013287, 0.929561], [4.780035, -1.481997, -0.978696], [-2.752993, -0.386735, 2.531348], [-4.158069, -0.644848, 2.840043], [-1.934391, -0.089431, 3.696867], [-3.812238, 1.241765, -0.696601], [-4.013209, 1.234440, 1.055112], [-5.042386, 0.189823, 0.045395], [-3.653339, -1.574608, -1.373236], [-1.954855, -1.820433, -0.914938], [-2.446135, -0.331557, -1.773462], [-2.178112, -2.829459, 2.657560], [-1.036562, -4.520476, 4.014327], [1.439573, -4.584684, 4.106331], [2.747691, -3.018875, 2.711925], [4.535108, -3.612793, 0.309971], [3.833643, -4.442292, -1.089238], [3.298790, -4.847862, 0.550601], [0.538111, -2.777003, -0.655029], [0.885311, -4.226508, 0.327020], [1.350628, -4.166879, -1.387573], [5.153174, 0.438780, 0.494073], [3.474050, 0.785346, 0.946723], [4.488081, -0.300452, 1.947731], [5.667982, -1.995898, -0.609315], [5.086320, -0.564913, -1.468800], [4.267223, -2.113515, -1.698311], [-4.640225, -1.155764, 2.011423], [-4.692538, 0.278827, 3.061276], [-4.192342, -1.287094, 3.721394], [-0.922873, 0.172144, 3.386386], [-1.909536, -0.950473, 4.369245], [-2.377254, 0.759086, 4.219423], [6.821937, 1.061424, -4.840509], [5.505046, 1.042685, -4.126492], [5.272190, 1.846560, -3.015674], [4.045056, 1.840654, -2.366373], [3.046881, 1.011950, -2.852411], [3.239419, 0.200400, -3.970233], [4.473726, 0.216875, -4.590145], [1.465144, 1.029737, -2.153587], [0.502549, 1.438170, -3.124527], [1.198165, -0.376388, -1.591117], [1.467365, 1.819774, -0.762674], [0.645282, 3.036039, -0.800891], [-0.828979, 2.625079, -0.771617], [-1.765881, 3.276710, -1.075546], [-0.942241, 1.319411, -0.311801], [7.539633, 1.711413, -4.344899], [6.693011, 1.413955, -5.863137], [7.243936, 0.058356, -4.897369], [6.058917, 2.496495, -2.655897], [3.869850, 2.467015, -1.504576], [2.438759, -0.416963, -4.352102], [4.640406, -0.404905, -5.460284], [0.824223, 3.647778, -1.685164], [0.850054, 3.633091, 0.091182], [1.136593, 3.413204, 4.808029], [1.761475, 2.116146, 4.587719], [2.606362, 1.472815, 5.473784], [2.994237, 0.317264, 4.894511], [2.388117, 0.276099, 3.655624], [1.634450, 1.369924, 3.474198], [0.658755, 1.830579, 2.142893], [1.248514, 3.664659, 5.857782], [0.082187, 3.353015, 4.553552], [1.619967, 4.167930, 4.192553], [2.846457, 1.895964, 6.428528], [3.634252, -0.464371, 5.249261], [2.439467, -0.458286, 2.955926]], "forces_ev_per_a": [[0.607, 0.201, 1.741], [-0.022, -0.025, 0.067], [-0.071, 0.002, 0.218], [0.163, -0.078, -0.068], [0.008, 0.077, -0.398], [0.376, -0.314, -0.154], [-0.074, -0.212, -0.127], [0.003, 0.025, 0.121], [0.046, 0.043, -0.044], [-0.056, 0.088, -0.067], [-0.057, -0.105, -0.016], [0.043, -0.005, 0.083], [-0.303, -0.341, -0.072], [0.143, 0.081, 0.099], [0.123, 0.085, 0.009], [-0.029, 0.017, -0.026], [-0.188, 0.149, -0.046], [-0.143, -0.075, -0.184], [-0.123, 0.203, 0.033], [-0.074, -0.129, 0.037], [-0.130, 0.042, 0.083], [-0.007, 0.040, -0.030], [0.159, 0.025, -0.008], [-0.028, 0.021, 0.005], [-0.008, 0.013, -0.028], [-0.001, -0.004, -0.008], [0.046, 0.037, -0.026], [-0.142, 0.088, -0.027], [0.017, -0.066, -0.001], [-0.017, -0.028, 0.009], [-0.035, -0.043, 0.032], [0.046, -0.060, 0.056], [0.091, -0.003, 0.013], [0.046, -0.006, 0.059], [0.024, -0.024, -0.048], [-0.011, -0.033, 0.004], [0.134, -0.133, 0.033], [-0.017, -0.012, 0.017], [-0.017, 0.005, 0.025], [-0.016, 0.023, 0.043], [0.175, -0.162, -0.012], [0.014, 0.044, -0.017], [0.020, 0.004, -0.023], [0.032, 0.126, -0.117], [0.017, 0.024, -0.020], [0.002, 0.015, 0.018], [-0.030, -0.017, 0.006], [-0.031, 0.007, -0.003], [-0.225, -0.043, 0.103], [0.016, 0.053, 0.000], [0.012, 0.003, 0.012], [0.051, 0.013, 0.038], [-0.049, -0.060, -0.052], [-0.007, 0.051, 0.073], [0.075, -0.102, -0.052], [0.140, -0.124, -0.053], [0.216, 0.058, -0.018], [-0.097, 0.010, 0.073], [0.033, 0.039, -0.184], [0.046, 0.005, 0.017], [0.006, 0.088, -0.273], [-0.237, 0.005, -0.620], [0.070, 0.105, -0.029], [0.018, -0.451, 0.059], [-0.048, 0.101, 0.061], [-0.557, 0.696, -0.184], [0.001, -0.001, 0.001], [-0.009, 0.023, -0.045], [0.020, -0.025, -0.004], [0.012, 0.021, 0.002], [-0.038, 0.050, 0.060], [-0.057, -0.032, -0.018], [0.003, -0.005, -0.015], [-0.023, 0.019, 0.055], [0.015, -0.063, -0.123], [0.000, -0.037, 0.002], [0.058, -0.199, -0.112], [0.033, -0.184, -0.145], [-0.027, 0.156, 0.078], [-0.158, -0.041, -0.140], [-0.003, 0.072, -0.014], [-0.014, -0.052, -0.153], [-0.017, 0.044, 0.008], [-0.034, 0.042, -0.002], [-0.018, 0.045, -0.016], [0.044, 0.034, 0.126], [0.085, -0.106, 0.060], [-0.041, 0.186, 0.186]], "mulliken_charge": [0.185, -1.188, 0.097, -1.197, 0.267, 1.470, -0.736, -0.475, -0.791, -1.286, 0.292, -0.425, 1.396, -0.687, 0.375, -1.199, -0.917, 0.272, -0.751, -1.305, 0.254, -1.240, -1.340, 0.423, 0.379, 0.351, 0.446, 0.260, 0.270, 0.643, 0.499, 0.512, 0.592, 0.371, 0.363, 0.381, 0.019, 0.298, 0.491, 0.444, 0.139, 0.228, 0.392, 0.416, 0.407, 0.387, 0.400, 0.426, 0.323, 0.397, 0.464, -1.507, 0.978, -1.031, -0.345, 0.487, -0.754, -0.862, 1.165, -0.612, -0.450, 0.129, -1.267, 0.905, -0.534, -0.104, 0.380, 0.365, 0.353, 0.363, 0.501, 0.548, 0.450, 0.419, 0.387, -0.802, 0.206, -0.544, -0.582, 0.465, 0.286, -0.372, 0.332, 0.331, 0.326, 0.474, 0.529, -0.406], "e_lumo_ev": -5.92, "molar_mass_g_mol": 693.72, "fmax_ev_per_a": 1.85, "charge": 2, "multiplicity": 1}


Entry 4:
{"formula": "C4H4ClN3", "method": "ωB97M-V/def2-TZVPD", "symbols": ["C", "C", "C", "C", "N", "N", "N", "Cl", "H", "H", "H", "H"], "positions_angstrom": [[-1.728093, -2.650131, -0.030218], [-1.079911, -0.084435, -0.216014], [0.252217, 0.457006, 0.358591], [-0.862669, -1.545184, 0.164031], [-2.612298, -3.358210, -0.222684], [0.812339, -0.477486, 1.012815], [0.252908, -1.666819, 0.819356], [3.804467, -0.901148, 0.395538], [-1.888540, 0.276787, 0.438497], [-1.390276, 0.319963, -1.265668], [2.543059, -1.337939, 0.291021], [0.395211, 1.457495, 0.361139]], "forces_ev_per_a": [[-0.796, 0.229, -0.382], [0.282, 0.512, -0.938], [-3.871, -3.418, -0.525], [1.169, 1.132, -0.297], [0.216, -0.266, 0.042], [2.566, 2.571, 0.396], [-2.259, -2.341, -0.313], [-1.108, -0.598, -0.297], [0.160, 0.143, 0.070], [0.681, -1.385, 1.668], [1.645, 0.542, 0.286], [1.314, 2.879, 0.290]], "nbo_charge": [0.233, -0.558, 0.131, 0.131, -0.235, -0.268, -0.198, -0.300, 0.284, 0.283, 0.291, 0.204], "e_lumo_ev": -1.20, "molar_mass_g_mol": 129.55, "fmax_ev_per_a": 5.19, "multiplicity": 1}